[1]
Molecular formula: C18H25BNO4
Method: DFT, the ωB97M-V functional and the def2-TZVPD basis

Results
charge	+1
spin multiplicity	1
energy	-29421.1772	eV
relative energy (zero: lowest compared OMol25 entry of this formula, charge and spin)	4.6	kcal per mole
Kohn-Sham gap	0.1632	Eh

Last column: natural (NBO) charge in e.
Cartesian coordinates (Å):
1 C 1.687 0.449 -3.589  -0.260
2 O 0.510 0.737 -2.800  -0.468
3 C -0.462 -0.097 -2.553  0.502
4 C -1.784 0.337 -2.838  -0.198
5 C -2.678 -0.730 -3.090  -0.081
6 C -3.952 -0.450 -3.576  -0.223
7 C -4.346 0.881 -3.758  -0.091
8 C -3.473 1.943 -3.471  -0.199
9 C -2.196 1.700 -2.974  -0.103
10 H 2.176 1.423 -3.697  0.236
11 H 2.365 -0.260 -3.093  0.207
12 H 1.362 0.052 -4.554  0.216
13 H -0.239 -1.186 -2.518  0.205
14 H -2.268 -1.729 -2.964  0.228
15 H -4.643 -1.252 -3.842  0.248
16 H -5.341 1.099 -4.146  0.244
17 H -3.792 2.971 -3.661  0.245
18 H -1.456 2.475 -2.769  0.241
19 C 1.175 1.404 5.545  -0.657
20 C 0.480 0.451 4.686  0.284
21 C -0.067 -0.783 4.947  -0.327
22 C -0.520 -1.278 3.690  -0.277
23 C -0.205 -0.365 2.706  -0.013
24 B -0.157 -0.525 1.084  0.944
25 O -0.655 0.588 0.314  -0.711
26 C 0.374 1.606 0.218  -0.084
27 C 1.748 0.951 0.366  -0.239
28 N 1.490 -0.476 0.683  -0.388
29 C 2.474 -1.013 1.633  -0.406
30 C 1.469 -1.409 -0.483  -0.246
31 C 0.406 -2.453 -0.125  -0.072
32 O -0.587 -1.847 0.706  -0.693
33 O 0.357 0.727 3.342  -0.458
34 H 1.070 1.042 6.565  0.236
35 H 2.247 1.463 5.310  0.218
36 H 0.747 2.410 5.475  0.229
37 H -0.132 -1.268 5.911  0.232
38 H -1.006 -2.242 3.528  0.230
39 H 0.301 2.113 -0.753  0.173
40 H 0.253 2.347 1.037  0.207
41 H 2.359 1.047 -0.549  0.195
42 H 2.274 1.393 1.211  0.236
43 H 3.387 -1.239 1.067  0.196
44 H 2.698 -0.261 2.395  0.234
45 H 2.077 -1.931 2.080  0.240
46 H 1.214 -0.834 -1.387  0.185
47 H 2.447 -1.874 -0.647  0.222
48 H -0.088 -2.799 -1.047  0.167
49 H 0.903 -3.305 0.387  0.192

---

[2]
Molecular formula: C18H25Br2F6NO7Si
Method: DFT, the ωB97M-V functional and the def2-TZVPD basis

Results
spin multiplicity	1
energy	-199159.9803	eV
Kohn-Sham gap	0.3592	Eh

Last column: natural (NBO) charge in e.
Cartesian coordinates (Å):
1 C 3.940 0.078 1.633  -0.615
2 C 3.417 1.331 0.928  -0.443
3 C 2.912 1.134 -0.509  -0.229
4 Br 2.593 2.958 -1.185  -0.009
5 C 1.671 0.203 -0.671  0.048
6 C 0.697 0.299 0.513  -0.482
7 C -0.032 1.650 0.650  -0.069
8 O -1.396 1.460 0.983  -0.880
9 Si -1.959 1.775 2.517  1.896
10 C -2.690 3.495 2.576  -1.149
11 C -3.339 0.553 2.811  -1.142
12 C -0.629 1.519 3.815  -1.151
13 C 2.244 -1.241 -0.816  -0.095
14 O 2.445 -1.497 -2.216  -0.538
15 C 1.848 -0.529 -2.998  0.339
16 Br 3.331 0.606 -3.772  -0.068
17 C 1.195 -1.146 -4.241  -0.166
18 O 0.264 -0.218 -4.767  -0.445
19 N 0.662 0.182 -6.107  0.401
20 O 0.297 1.250 -6.331  -0.214
21 C 0.957 0.306 -2.050  -0.453
22 C -0.553 -0.050 -2.033  0.567
23 O -1.364 0.811 -2.107  -0.451
24 C -1.151 -1.497 -1.969  0.547
25 F -1.777 -1.696 -3.143  -0.297
26 F -0.197 -2.449 -1.862  -0.326
27 C -2.221 -1.728 -0.824  0.591
28 F -3.419 -1.964 -1.384  -0.300
29 F -2.327 -0.641 -0.056  -0.284
30 C -1.936 -2.961 0.076  0.544
31 F -1.939 -4.052 -0.696  -0.296
32 F -0.723 -2.840 0.667  -0.315
33 C -2.968 -3.111 1.229  0.735
34 O -3.137 -2.252 2.024  -0.498
35 O -3.596 -4.307 1.220  -0.686
36 H 4.799 -0.344 1.102  0.209
37 H 3.194 -0.719 1.684  0.197
38 H 4.233 0.307 2.659  0.225
39 H 2.643 1.815 1.528  0.209
40 H 4.236 2.053 0.877  0.229
41 H 3.731 0.758 -1.120  0.232
42 H -0.078 -0.469 0.436  0.232
43 H 1.239 0.087 1.437  0.223
44 H 0.473 2.294 1.379  0.172
45 H -0.003 2.183 -0.303  0.197
46 H -1.979 4.299 2.776  0.236
47 H -3.483 3.515 3.330  0.237
48 H -3.181 3.677 1.613  0.247
49 H -3.916 0.427 1.890  0.245
50 H -3.991 0.903 3.615  0.230
51 H -2.924 -0.421 3.087  0.254
52 H 0.140 0.821 3.471  0.231
53 H -0.115 2.456 4.057  0.237
54 H -1.077 1.149 4.741  0.247
55 H 1.536 -1.961 -0.400  0.200
56 H 3.227 -1.366 -0.365  0.205
57 H 0.731 -2.104 -4.014  0.214
58 H 1.970 -1.343 -4.985  0.222
59 H 0.906 1.313 -2.466  0.297
60 H -3.432 -4.758 2.062  0.510

---

[3]
Molecular formula: C18H25FN4OS
Method: DFT, the ωB97M-V functional and the def2-TZVPD basis

Results
spin multiplicity	1
energy	-40633.5870	eV
Kohn-Sham gap	0.3027	Eh

Last column: natural (NBO) charge in e.
Cartesian coordinates (Å):
1 N -1.075 -2.186 -0.501  -0.830
2 C -0.494 -1.132 0.101  0.701
3 O 0.586 -1.197 0.650  -0.657
4 C -1.290 0.178 -0.102  0.051
5 N -2.704 -0.198 -0.025  -0.479
6 C -3.684 0.754 -0.520  -0.217
7 H -3.375 1.117 -1.501  0.206
8 C -5.037 0.057 -0.663  -0.397
9 C -5.495 -0.505 0.677  -0.398
10 C -4.406 -1.415 1.233  -0.401
11 C -3.089 -0.647 1.308  -0.224
12 H -2.301 -1.289 1.709  0.209
13 H -3.216 0.200 2.001  0.175
14 H -4.674 -1.773 2.227  0.214
15 H -4.285 -2.282 0.579  0.195
16 H -6.430 -1.056 0.558  0.212
17 H -5.674 0.315 1.376  0.197
18 H -5.768 0.768 -1.050  0.212
19 H -4.938 -0.757 -1.384  0.199
20 H -3.793 1.622 0.152  0.165
21 C -0.887 0.640 -1.516  -0.414
22 C 0.632 0.829 -1.597  -0.212
23 N 1.138 1.503 -0.417  -0.441
24 C 2.382 1.324 0.094  0.322
25 S 3.063 2.445 1.098  -0.240
26 N 3.009 0.159 -0.272  -0.633
27 C 4.355 -0.146 -0.099  0.153
28 C 4.706 -1.463 0.199  -0.219
29 C 6.032 -1.828 0.319  -0.273
30 C 7.007 -0.863 0.138  0.369
31 C 6.685 0.446 -0.169  -0.257
32 C 5.357 0.802 -0.294  -0.209
33 H 5.095 1.818 -0.537  0.239
34 H 7.470 1.172 -0.310  0.227
35 F 8.309 -1.216 0.253  -0.331
36 H 6.315 -2.842 0.554  0.227
37 H 3.928 -2.198 0.346  0.212
38 H 2.393 -0.648 -0.213  0.426
39 C 0.145 2.250 0.312  -0.225
40 H -0.344 2.966 -0.355  0.186
41 C -0.861 1.263 0.914  -0.435
42 H -0.399 0.776 1.775  0.238
43 H -1.736 1.816 1.258  0.212
44 H 0.648 2.809 1.103  0.264
45 H 0.867 1.445 -2.478  0.203
46 H 1.123 -0.135 -1.734  0.212
47 H -1.201 -0.098 -2.255  0.230
48 H -1.379 1.585 -1.747  0.214
49 H -0.678 -3.104 -0.390  0.404
50 H -2.031 -2.081 -0.806  0.420

---

[4]
Molecular formula: C18H25INO4P
Method: DFT, the ωB97M-V functional and the def2-TZVPD basis

Results
spin multiplicity	1
energy	-46142.2743	eV
relative energy (zero: lowest compared OMol25 entry of this formula, charge and spin)	0.0	kcal per mole
Kohn-Sham gap	0.3243	Eh

Last column: natural (NBO) charge in e.
Cartesian coordinates (Å):
1 O 2.713 1.844 1.308  -0.630
2 O -1.792 0.130 0.640  -1.141
3 I 0.906 -2.983 3.955  0.102
4 O 3.500 0.849 3.174  -0.669
5 O 0.306 -0.876 0.760  -0.992
6 C 2.504 1.287 2.366  0.778
7 C 0.867 0.453 4.056  -0.086
8 C 1.101 1.144 2.843  -0.106
9 C -2.828 -1.077 5.413  -0.203
10 C -2.660 0.289 5.410  -0.200
11 C -1.820 -1.903 4.967  -0.246
12 C -1.433 0.818 4.980  -0.182
13 C -0.609 -1.416 4.551  -0.035
14 C -0.397 -0.040 4.541  -0.169
15 N 0.979 2.615 -1.024  -0.870
16 C 0.108 -1.094 -5.572  -0.398
17 C 1.226 -1.468 -4.662  -0.399
18 C -0.628 0.144 -5.052  -0.399
19 C 0.654 -1.847 -3.268  -0.388
20 C -1.222 -0.158 -3.664  -0.404
21 C 0.725 0.432 -2.079  -0.406
22 C -0.198 -0.702 -2.629  -0.225
23 C -0.085 1.618 1.970  -0.857
24 C 0.079 1.421 -1.086  -0.364
25 P -0.389 0.556 0.571  2.138
26 H 4.318 1.067 2.689  0.503
27 H -0.520 -1.378 0.832  0.526
28 H 1.718 0.098 4.620  0.235
29 H -3.789 -1.580 5.679  0.226
30 H -3.426 0.991 5.698  0.223
31 H -1.987 -2.978 4.905  0.229
32 H -1.302 1.904 4.998  0.225
33 H 1.311 2.893 -1.955  0.363
34 H 1.801 2.438 -0.409  0.394
35 H -0.589 -1.889 -5.665  0.193
36 H 0.562 -0.912 -6.572  0.201
37 H 1.878 -0.613 -4.513  0.191
38 H 1.788 -2.327 -5.032  0.207
39 H -1.394 0.398 -5.802  0.210
40 H 0.061 0.978 -5.021  0.189
41 H 1.500 -2.078 -2.590  0.205
42 H 0.040 -2.754 -3.382  0.198
43 H -1.688 0.747 -3.285  0.206
44 H -2.032 -0.926 -3.817  0.206
45 H 1.616 0.062 -1.601  0.213
46 H 1.048 0.988 -2.991  0.195
47 H -0.744 -1.153 -1.787  0.214
48 H 0.106 2.600 1.545  0.281
49 H -1.030 1.607 2.522  0.287
50 H -0.853 1.783 -1.537  0.228